# 1
109
Properties=species:S:1:pos:R:3:forces:R:3 method="wB97M-V/def2-TZVPD" fmax_ev_per_a=3.31 homo_ev="-1.12 / -1.12" charge=-2 de_lowest_kj_mol=203.7 spin_multiplicity=2 mol_weight_g_mol=1063.80 homo_lumo_gap_ev="4.20 / 4.20" s2=0.77
Cs 0.2935 -1.1881 0.2935 -2.7057 -0.8965 -1.6854
O 3.5380 -2.1906 -0.9942 -0.3278 0.0400 -0.2004
C 2.5901 -1.5091 -1.4480 1.0075 -0.0721 -0.1966
O 2.1840 -0.3985 -1.0446 1.6218 0.2180 -1.1809
C 1.8402 -2.1289 -2.6403 0.2167 -0.1008 -0.0087
C 2.6237 -2.7819 -3.6367 -0.0317 0.0419 0.0600
C 2.0045 -3.2863 -4.7322 -0.0735 -0.0447 -0.1044
C 0.5900 -3.2025 -4.8383 0.1179 -0.0715 -0.1499
C -0.1402 -3.7081 -5.9419 0.0157 0.0163 0.0403
C -1.5044 -3.6237 -5.9675 -0.0528 0.0691 0.1455
C -2.2011 -3.0362 -4.8817 0.0320 -0.0948 -0.1794
C -1.5167 -2.5350 -3.8131 0.0307 0.0124 0.0578
C -0.1029 -2.5950 -3.7764 -0.0076 0.1260 0.2661
N 0.5378 -2.0455 -2.6988 0.1238 -0.0194 -0.1940
H 3.6939 -2.8435 -3.4861 -0.0720 0.0155 0.0039
H 2.5688 -3.7634 -5.5280 -0.0203 0.0098 0.0013
H 0.4031 -4.1666 -6.7625 -0.0115 0.0152 0.0179
H -2.0576 -4.0092 -6.8154 -0.0062 -0.0085 0.0060
H -3.2837 -2.9848 -4.8976 0.0398 -0.0070 -0.0081
H -2.0309 -2.0928 -2.9686 0.0174 0.0095 -0.0120
C -3.0827 -1.3189 2.7032 0.0752 -0.0518 0.1251
N -1.8415 -1.5636 3.4479 -0.0764 -0.1701 0.0148
C -1.7663 -2.8580 4.1121 0.0091 0.1465 -0.1346
P -0.7768 -0.3399 3.5278 0.1349 0.2673 0.0151
O -0.3508 0.2910 2.2642 -0.5523 0.8516 1.6126
O 0.4836 -1.0018 4.3272 -0.0851 -0.0016 -0.0987
P 1.7271 -1.6137 3.4674 0.2130 -0.3524 0.0046
O 1.2651 -2.3963 2.3062 0.8148 -0.6149 1.7617
N 2.6979 -0.3272 3.2084 -0.0337 0.4724 -0.3712
C 3.5187 -0.3341 1.9704 -0.0746 -0.1532 0.2813
C 2.4249 1.0145 3.7286 0.0353 -0.1939 -0.0774
N 2.5166 -2.5710 4.5560 0.0194 -0.2926 0.2289
C 3.1011 -1.9901 5.7521 -0.0468 -0.0632 -0.0838
C 2.0896 -3.9600 4.7036 0.0222 0.1505 0.0460
N -1.3805 0.7809 4.5668 -0.0908 0.3498 0.2497
C -1.8009 0.3722 5.8964 0.0145 0.0721 -0.1297
C -1.0348 2.1942 4.4252 0.0022 -0.1633 0.1196
H -3.9435 -1.3557 3.3804 0.0090 0.0059 0.0087
H -3.1997 -2.0702 1.9227 0.0016 -0.0335 -0.0197
H -3.0597 -0.3396 2.2237 0.0662 -0.0352 0.0167
H -2.5415 -2.9364 4.8835 -0.0347 0.0028 0.0267
H -0.7951 -2.9981 4.5757 0.0298 0.0307 0.0150
H -1.9203 -3.6539 3.3833 -0.0252 -0.0083 -0.0408
H 3.5762 -1.3413 1.5547 -0.0103 0.0918 -0.0382
H 4.5288 0.0064 2.2071 0.0146 0.0110 0.0498
H 3.0962 0.3112 1.1967 -0.0841 -0.0440 0.0415
H 1.8957 0.9660 4.6802 0.0325 -0.0392 -0.0247
H 1.8291 1.6021 3.0273 -0.0085 -0.0220 -0.0169
H 3.3760 1.5259 3.8902 0.0412 0.0067 -0.0101
H 3.4230 -0.9679 5.5563 -0.0205 -0.0373 -0.0403
H 3.9781 -2.5688 6.0534 -0.0064 -0.0238 -0.0031
H 2.3911 -1.9827 6.5901 0.0011 0.0095 -0.0059
H 1.6386 -4.3088 3.7777 0.0180 0.0565 -0.0209
H 1.3638 -4.0795 5.5199 0.0174 0.0188 -0.0077
H 2.9565 -4.5862 4.9263 0.0262 0.0087 0.0155
H -1.9915 -0.7009 5.9266 0.0009 0.0292 -0.0601
H -2.7218 0.8863 6.1819 -0.0196 0.0449 -0.0107
H -1.0345 0.6034 6.6458 0.0310 -0.0050 0.0115
H -0.7073 2.4011 3.4103 -0.0234 -0.0682 -0.0247
H -0.2358 2.4833 5.1207 -0.0161 -0.0182 0.0070
H -1.9114 2.8115 4.6358 -0.0222 -0.0206 0.0118
O -6.6470 -6.8334 -1.2742 0.0717 0.0775 0.0580
C -5.7768 -6.0581 -0.9448 -0.0434 -0.0875 -0.0654
S -5.7431 -4.3569 -1.4081 -0.0743 -0.1871 0.0100
C -4.2494 -3.8853 -0.5995 0.3392 -0.5775 0.3860
C -3.5829 -4.9381 0.1072 -0.3862 0.5630 -0.3585
S -2.1601 -4.8495 0.9655 0.1708 0.0996 0.0585
S -4.3858 -6.5047 0.0485 -0.1835 -0.0198 -0.1103
S -3.7912 -2.2938 -0.7364 0.0842 0.1545 -0.0198
C 1.9127 3.8822 0.8923 0.2808 -0.1158 0.1401
Si 0.3751 3.9702 -0.2160 -0.0162 -0.1561 0.0059
C 0.4539 5.7481 -0.8647 0.0096 0.3019 -0.2135
C -1.0903 4.0121 0.9885 -0.2678 -0.0732 0.1810
Ge 0.2411 1.9723 -1.5127 -0.2657 0.4594 -0.1850
Si -1.6718 2.6019 -2.8165 0.1464 -0.0070 0.1670
C -3.2209 2.3604 -1.7618 -0.2302 -0.0727 0.1830
C -1.8985 4.3340 -3.5481 -0.0092 0.3275 -0.1177
C -1.9044 1.4526 -4.2924 0.0188 -0.2545 -0.2220
Si 1.9762 2.4317 -3.0882 -0.1378 -0.0843 0.0374
C 3.6819 2.3584 -2.2915 0.2282 -0.0834 0.3088
C 1.9939 1.1385 -4.4635 -0.0216 -0.3203 -0.0959
C 1.9919 4.0659 -4.0419 -0.0552 0.3452 -0.1612
H 1.8358 4.5489 1.7643 0.0268 -0.0550 -0.1035
H 2.8108 4.1593 0.3229 -0.1244 -0.0264 0.1163
H 2.0654 2.8540 1.2452 -0.0178 0.1664 -0.0392
H 0.5402 6.4679 -0.0357 -0.0170 -0.0969 -0.1013
H -0.4393 5.9983 -1.4493 0.1247 0.0037 0.0862
H 1.3197 5.8811 -1.5242 -0.0914 0.0337 0.1078
H -0.8590 4.5748 1.9063 -0.0449 -0.0381 -0.1264
H -1.3717 2.9862 1.2618 0.0337 0.1520 0.0056
H -1.9676 4.4750 0.5164 0.1147 -0.0489 0.0809
H -3.1866 3.0032 -0.8732 -0.0417 -0.0821 -0.1053
H -3.2850 1.3217 -1.4124 -0.0120 0.1347 -0.0440
H -4.1381 2.5921 -2.3231 0.1054 -0.0312 0.0757
H -1.9775 5.0815 -2.7491 -0.0221 -0.0734 -0.1198
H -2.8102 4.3908 -4.1639 0.1272 -0.0106 0.0975
H -1.0418 4.6135 -4.1718 -0.1158 0.0054 0.0560
H -1.8763 0.4034 -3.9719 -0.0090 0.1350 -0.0641
H -1.0983 1.5869 -5.0240 -0.1225 -0.0133 0.0459
H -2.8635 1.6352 -4.7982 0.1091 -0.0263 0.0556
H 3.7923 1.4082 -1.7524 0.0018 0.1499 -0.1015
H 3.8085 3.1701 -1.5609 0.0124 -0.1077 -0.1413
H 4.4782 2.4402 -3.0448 -0.0731 0.0074 0.0824
H 1.9431 0.1301 -4.0347 0.0259 0.1557 -0.0846
H 2.9039 1.2076 -5.0767 -0.1063 0.0148 0.0523
H 1.1231 1.2547 -5.1197 0.1153 -0.0106 0.0437
H 2.0007 4.9272 -3.3635 0.0174 -0.0956 -0.1216
H 1.0980 4.1560 -4.6719 0.1361 0.0035 0.0543
H 2.8786 4.1277 -4.6925 -0.1245 -0.0081 0.0826

# 2
32
Properties=species:S:1:pos:R:3:forces:R:3 method="wB97M-V/def2-TZVPD" fmax_ev_per_a=4.51 homo_ev=-8.07 charge=0 de_lowest_kj_mol=623.8 mol_weight_g_mol=188.34 homo_lumo_gap_ev=8.84
C -1.4291 -3.3430 0.6500 -0.8743 -0.0463 -0.3390
C -0.3045 -2.3246 0.6384 -3.6620 2.5969 -0.4458
C 1.1248 0.2672 -1.9279 1.9998 0.2756 1.5443
C 0.1714 2.5156 -1.0712 0.1751 -0.5747 0.7782
C 2.0182 1.2935 0.2116 -0.7152 0.4548 1.6269
C -0.9751 0.8687 1.9991 0.7441 -1.3402 0.2683
C -2.2042 0.0648 -0.7604 -0.8086 1.3061 2.0340
C 1.0643 -2.4915 1.1188 0.4374 -2.1067 -1.7666
C 0.7681 1.1293 -0.6869 -0.7884 -1.1559 0.0493
O -0.7489 -3.0179 -0.5459 1.4794 -0.2254 -0.0876
O 1.8164 -2.2958 -0.0916 1.8715 1.2741 1.5615
Si -0.6055 0.2009 0.2548 -0.4292 -2.7802 0.5932
H -1.3432 -4.4144 0.9639 0.4803 1.0309 0.0359
H -2.5116 -3.0990 0.5113 0.8728 0.2951 0.8134
H 1.6372 0.9047 -2.6363 -0.1021 0.0802 -0.6184
H 1.8600 -0.4938 -1.6100 -0.1246 0.4404 -0.0568
H 0.3746 -0.3384 -2.3503 -1.4269 -0.1482 -0.7761
H 0.9967 2.9347 -1.7446 -1.5940 0.3842 1.0454
H -0.0303 2.9526 -0.0628 0.9099 0.8028 -0.8895
H -0.8769 2.5389 -1.4700 1.1977 -0.4052 -0.5212
H 1.7078 1.6669 1.3251 0.9923 -0.3142 -2.7820
H 2.4517 0.3065 0.3786 0.0217 -0.0559 -0.0267
H 2.8107 1.8949 -0.3027 -0.6894 -0.0506 0.7336
H -1.0586 1.9306 1.8673 -1.3121 0.7255 0.0368
H -1.8271 0.2404 2.4529 1.1810 1.5655 -0.5481
H -0.0829 0.9116 2.6741 -0.5988 -0.8908 -0.4030
H -2.9643 0.8593 -0.3656 1.2854 -1.2094 -1.1027
H -2.0961 0.0255 -1.8195 0.0977 0.5209 -0.8215
H -2.6299 -0.8919 -0.5059 -0.2477 -0.4455 0.2834
H 1.3178 -3.5174 1.4554 -0.2343 0.3649 0.3279
H 1.2416 -1.7582 1.8864 0.6179 0.2555 0.0887
H 1.3493 -2.7043 -0.8014 -0.7566 -0.6241 -0.6356

# 3
23
Properties=species:S:1:pos:R:3:forces:R:3 method="wB97M-V/def2-TZVPD" fmax_ev_per_a=1.28 homo_ev=-15.15 charge=+1 de_lowest_kj_mol=34.6 mol_weight_g_mol=110.18 homo_lumo_gap_ev=12.24
C -0.2672 0.9119 0.4934 -0.0438 0.1694 0.8590
C -1.4059 -0.0519 0.7979 -0.1936 -0.1331 -0.4861
C -2.4016 -0.1981 -0.3771 0.2203 0.4330 1.1802
C -1.7182 -0.7608 -1.6107 -0.6880 0.4730 0.0802
N 1.0318 0.2300 0.1906 -0.6233 0.8213 -0.3610
H -0.5120 1.6214 -0.2941 0.0824 -0.2533 -0.3450
H -0.0287 1.5327 1.3518 -0.0973 0.0370 0.2249
H -1.0160 -1.0431 1.0509 0.1264 0.0693 0.1018
H -1.9344 0.3148 1.6725 -0.0788 -0.0195 0.1126
H -3.2058 -0.8177 0.0230 -0.0592 -0.1896 -0.4599
H -2.8389 0.7990 -0.4952 0.0005 -0.1281 -0.4994
H -0.8800 -0.1253 -1.8880 0.2501 -0.0251 -0.1452
H -2.3680 -0.7995 -2.4824 -0.0772 -0.0162 0.0326
H -1.3951 -1.7637 -1.3925 0.3674 -0.4845 -0.0641
H 0.8979 -0.4627 -0.5413 0.1814 -0.1085 -0.0499
H 1.4109 -0.2423 1.0178 0.0949 -0.2727 -0.1551
H 1.6624 0.9865 -0.1271 0.6662 -0.4094 -0.0714
H 2.4131 -2.6970 1.2236 0.0773 0.0409 0.0481
H 1.3820 -2.4388 2.3224 0.0699 -0.0058 0.0698
O 1.9120 -1.9937 1.6517 -0.1585 -0.0652 -0.0195
H 3.4297 1.8974 -1.4275 0.1009 0.0822 0.1153
H 2.7637 3.0078 -0.6073 0.1979 0.0303 0.0242
O 3.0687 2.0931 -0.5524 -0.4157 -0.0455 -0.1920

# 4
53
Properties=species:S:1:pos:R:3:forces:R:3 method="wB97M-V/def2-TZVPD" fmax_ev_per_a=2.29 homo_ev=-8.62 charge=0 mol_weight_g_mol=891.54 homo_lumo_gap_ev=8.62
Cd -0.4962 -1.3425 1.0182 -0.8105 -1.3957 -0.4796
N 0.2221 -0.1710 -6.5781 -0.0643 0.0670 -0.2933
C 0.4757 -0.4908 -5.2741 0.0765 -0.1466 0.3649
C -0.5200 -1.0544 -4.4647 0.0920 0.1123 -0.0268
C -0.2352 -1.4274 -3.1669 -0.0905 0.0076 -0.0044
C 1.0476 -1.2603 -2.6786 0.2686 -0.3039 0.5918
C 2.0461 -0.7011 -3.4564 0.0073 0.0172 -0.1721
C 1.7603 -0.3063 -4.7437 -0.0154 -0.0543 0.0507
S 1.4342 -1.7354 -1.0241 0.1101 -0.5599 -0.2810
O 0.4715 -2.7790 -0.6223 0.0795 0.0652 -0.5670
O 2.8041 -2.1213 -0.8931 0.3285 0.3342 -0.3295
N 1.0118 -0.5476 -0.0143 1.5177 -0.7205 -1.2082
C 0.8654 0.7374 -0.3554 -0.0632 1.7561 -0.4060
N 1.5688 1.2721 -1.3538 0.2377 -0.1766 0.3245
C 1.4126 2.5723 -1.5453 -0.1742 0.3122 0.0446
C 0.5793 3.3531 -0.7610 -0.0478 -0.0971 -0.0195
C -0.1758 2.6841 0.1960 0.1713 0.3040 -0.1896
N -0.0506 1.3829 0.3910 0.0350 -0.2933 -0.1283
H -0.7356 -0.0990 -6.8757 0.0871 0.0674 -0.0272
H 0.8883 0.4131 -7.0543 -0.1429 -0.0087 -0.0269
H -1.5125 -1.1958 -4.8639 -0.1347 -0.0289 -0.0460
H -0.9995 -1.8539 -2.5322 -0.0619 -0.0720 -0.0179
H 3.0258 -0.5735 -3.0271 0.1427 0.0484 -0.0494
H 2.5275 0.1479 -5.3545 0.0806 -0.0066 -0.0679
H 1.9807 2.9890 -2.3695 0.0199 0.1207 0.0130
H 0.4835 4.4181 -0.8928 0.0077 0.0658 -0.1018
H -0.9053 3.1875 0.8207 0.0606 0.0527 -0.1270
Br 0.6795 -3.7165 2.4157 0.1268 -0.5059 0.1952
C -0.1850 -4.9357 1.1791 0.3344 0.0089 -0.0348
Br -1.8424 -4.1884 0.6007 -0.5187 -0.2622 -0.0998
H -0.3888 -5.8777 1.6845 0.1122 0.2418 -0.0303
H 0.4563 -5.0315 0.3059 -0.0741 0.0261 0.2165
Br -3.0813 -0.5831 0.0948 -0.9126 -0.2578 -0.1046
C -4.4725 -1.7506 0.9311 0.3529 0.0704 -0.1226
Br -4.0473 -2.2702 2.7124 -0.3856 -0.0362 0.0733
H -4.5494 -2.6450 0.3131 0.0418 0.3001 0.0480
H -5.3964 -1.1769 0.9522 0.2835 0.0293 -0.1529
O -2.1688 3.4967 2.3781 0.0519 -0.1228 -0.1063
S -1.8968 2.5678 3.4430 0.0502 -0.0305 0.1438
O -2.4465 2.8949 4.7245 0.0548 -0.1859 0.1249
N -2.3079 1.0296 2.9887 -0.3466 0.7373 0.3011
C -1.2787 0.2520 3.0147 0.0669 0.3109 0.4267
O -1.3312 -0.9979 2.7425 -0.6876 0.2157 2.1750
C 0.0242 0.8988 3.3601 0.4113 0.0383 0.0768
C 1.2857 0.3248 3.4047 -0.2954 0.0025 0.1163
C 2.3658 1.1464 3.6940 0.0648 -0.0920 -0.0138
C 2.1967 2.5048 3.9214 -0.0970 0.0264 -0.0698
C 0.9307 3.0768 3.8657 -0.0980 0.1896 0.0698
C -0.1329 2.2527 3.5893 -0.5089 -0.4231 -0.1012
H 1.4316 -0.7381 3.2391 -0.0369 0.0873 -0.0050
H 3.3514 0.7131 3.7434 0.1721 -0.0127 -0.0013
H 3.0533 3.1245 4.1399 0.0684 0.0359 0.0176
H 0.7756 4.1302 4.0374 0.0522 0.1420 0.0374